No. 1
Entry from the OMol25 dataset: a molecular structure, C33H45N5NiS (ωB97M-V/def2-TZVPD).

The geometry in XYZ format:
```
85
Properties=species:S:1:pos:R:3:forces:R:3
Ni -0.074 0.395 -0.188 -0.5 -0.3 -0.6
N -0.969 -2.268 2.189 -0.6 -0.7 1.7
N -0.417 -2.312 -1.135 -0.6 0.9 -3.0
C 1.290 1.925 -0.513 0.3 0.1 0.7
C 1.978 0.696 -0.216 0.1 0.7 0.7
C 1.602 0.292 1.101 0.0 0.5 0.1
C 2.158 -0.844 1.880 0.0 -0.2 0.2
H 2.813 -1.452 1.250 -0.1 -0.1 0.1
H 1.342 -1.468 2.262 0.2 0.0 0.0
H 2.753 -0.487 2.733 0.0 0.0 0.0
C 0.637 1.221 1.601 1.1 0.3 -0.3
C 0.074 1.137 2.974 -0.2 -0.1 0.2
H 0.839 1.359 3.731 -0.1 0.0 0.0
H -0.294 0.118 3.163 0.1 0.2 0.0
H -0.761 1.828 3.118 0.1 0.0 0.0
C 0.464 2.250 0.617 1.0 -0.2 0.0
C -0.258 3.539 0.781 -0.2 0.1 -0.1
H -1.084 3.457 1.493 0.2 0.0 -0.2
H -0.662 3.883 -0.179 -0.1 0.0 0.2
H 0.424 4.318 1.152 -0.1 0.1 0.0
C 2.992 -0.018 -1.038 0.0 -0.3 0.0
H 3.932 -0.150 -0.486 0.0 0.1 -0.1
H 3.210 0.525 -1.958 0.1 0.0 -0.1
H 2.632 -1.027 -1.290 0.1 0.1 -0.1
C 1.437 2.779 -1.723 -0.3 0.1 -0.3
H 0.482 2.828 -2.268 0.3 0.1 -0.1
H 2.193 2.377 -2.403 -0.1 0.1 0.0
H 1.723 3.807 -1.463 0.1 0.0 -0.1
C -1.769 -2.573 3.220 -0.1 -0.9 -0.2
H -1.672 -1.945 4.113 0.0 -0.2 -0.2
C -2.690 -3.631 3.207 0.2 0.7 0.7
H -3.286 -3.829 4.098 0.0 0.0 -0.2
C -2.826 -4.400 2.048 0.2 0.0 -0.8
H -3.542 -5.221 2.001 0.1 0.1 0.1
C -2.018 -4.110 0.963 -0.5 0.7 0.7
H -2.040 -4.655 0.021 0.0 0.0 0.3
C -1.052 -3.065 1.100 0.1 0.2 -0.8
C -0.081 -2.817 0.108 1.6 -1.1 0.5
H 0.982 -2.770 0.351 -0.5 0.8 0.3
C -0.584 -0.949 -1.429 2.7 -2.2 -1.4
C -0.403 -3.041 -2.329 -0.4 0.5 0.8
H -0.266 -4.107 -2.318 -0.1 -0.1 0.0
C -0.587 -2.177 -3.333 0.0 0.2 -0.8
H -0.664 -2.358 -4.389 0.0 0.0 -0.2
N -0.667 -0.889 -2.798 -0.2 -0.7 -0.1
C -0.553 0.280 -3.641 0.2 -0.5 -0.2
C 0.628 0.436 -4.395 -0.4 0.5 0.2
C 0.733 1.550 -5.236 -0.4 -0.1 -0.1
H 1.649 1.702 -5.816 -0.3 -0.1 0.2
C -0.325 2.446 -5.386 0.0 0.0 0.3
C -0.237 3.595 -6.347 0.1 0.2 -0.1
H -0.261 4.557 -5.821 0.0 -0.1 -0.1
H -1.085 3.576 -7.043 0.2 0.1 0.1
H 0.689 3.541 -6.927 -0.1 0.1 0.0
C -1.493 2.251 -4.650 0.2 -0.4 -0.1
H -2.328 2.944 -4.762 0.2 -0.2 0.0
C -1.649 1.130 -3.825 0.3 0.3 -0.2
C -2.979 0.830 -3.227 -0.5 0.3 0.3
H -3.391 -0.122 -3.585 0.2 0.1 0.1
H -3.691 1.620 -3.490 0.1 -0.1 -0.1
H -2.924 0.786 -2.126 0.0 -0.2 -0.4
C 1.765 -0.534 -4.343 0.6 -0.2 0.0
H 1.530 -1.482 -4.849 0.0 0.2 0.2
H 2.089 -0.754 -3.319 -0.3 -0.1 -0.3
H 2.627 -0.097 -4.867 -0.2 -0.1 0.1
C -4.053 -0.266 4.451 -0.3 0.0 0.1
C -4.143 0.714 3.297 0.3 0.4 -0.1
N -3.025 0.505 2.375 -0.1 0.0 0.3
C -2.973 0.998 1.127 -0.4 -1.5 -1.3
S -2.153 0.014 -0.118 -3.0 1.4 2.6
N -3.578 2.114 0.727 -0.3 0.9 0.6
C -4.297 3.141 1.538 0.1 -0.7 -0.6
C -3.420 3.917 2.489 0.3 0.4 0.2
H -4.201 -1.296 4.103 0.1 0.2 0.1
H -4.846 -0.041 5.175 0.1 0.0 -0.1
H -3.091 -0.187 4.966 -0.1 0.0 -0.1
H -5.094 0.603 2.751 0.2 -0.1 0.2
H -4.093 1.750 3.654 -0.2 -0.3 0.2
H -2.493 -0.365 2.504 -0.3 0.5 -0.5
H -3.446 2.319 -0.265 -0.1 -0.2 0.6
H -4.730 3.834 0.814 -0.1 -0.1 0.0
H -5.134 2.662 2.053 0.1 0.2 -0.1
H -2.806 4.633 1.930 0.0 -0.2 0.2
H -4.052 4.493 3.176 0.0 -0.1 0.0
H -2.757 3.279 3.085 -0.1 0.1 -0.1
```
Forces are in eV/Å.

The energy relative to the best compared isomer or geometry (same formula, charge and spin) is 90.1 kJ/mol. The value obtained for the HOMO energy (alpha / beta) is 0.0972 / 0.0012 Ha. The total energy comes out at -3464.5450 Ha. As for the charge: -2. As for the multiplicity: 3. For the gap between HOMO and LUMO (alpha / beta), the calculation gives 1.67 / 4.21 eV.



No. 2
Entry from the OMol25 dataset: a molecular structure, C33H46BaOP2Si (ωB97M-V/def2-TZVPD).

The geometry in XYZ format:
```
84
Properties=species:S:1:pos:R:3:forces:R:3
P 0.315 -1.704 -1.886 -0.3 1.0 -0.8
P 0.299 1.997 -2.015 -0.5 -0.7 -0.3
C -0.049 -0.589 -3.345 0.4 -0.7 -0.3
C 0.603 0.803 -3.405 -0.1 0.4 -0.5
H -1.143 -0.495 -3.519 0.4 -0.1 0.3
H 0.314 -1.176 -4.198 -0.3 0.7 0.3
H 1.669 0.755 -3.696 -0.4 0.0 0.3
H 0.056 1.302 -4.213 0.8 -0.3 0.3
C -1.415 2.481 -2.586 -0.1 0.4 0.3
H -1.812 3.143 -1.802 -0.2 0.0 -0.3
H -2.102 1.619 -2.686 0.4 0.3 0.0
H -1.420 3.029 -3.547 0.1 -0.3 0.5
C 1.198 3.545 -2.347 0.1 0.4 0.0
H 0.928 4.071 -3.282 0.1 -0.4 0.3
H 2.281 3.357 -2.305 -0.3 0.1 0.0
H 0.933 4.191 -1.487 0.3 -0.2 -0.5
C -0.763 -3.127 -2.387 0.2 0.0 0.4
H -0.838 -3.735 -1.474 -0.1 0.0 -0.4
H -0.317 -3.724 -3.206 -0.3 0.3 0.3
H -1.776 -2.793 -2.673 0.4 -0.1 0.1
C 1.961 -2.363 -2.386 -0.1 0.0 0.4
H 2.689 -1.541 -2.431 -0.2 -0.3 0.0
H 1.937 -2.909 -3.343 0.0 0.2 0.3
H 2.246 -3.044 -1.572 0.2 0.1 -0.3
Ba -1.206 0.213 0.033 0.8 -1.0 1.6
C 0.388 1.676 -6.309 -0.7 0.7 -0.1
C -0.952 1.714 -6.180 0.8 0.8 -0.9
C -1.893 0.999 -7.108 -0.2 -0.3 0.0
C -1.481 -0.469 -7.421 -0.2 0.6 -0.1
C -0.764 -1.204 -6.331 0.5 -0.7 -0.3
C 0.575 -1.308 -6.302 -0.4 -1.1 -0.7
C 1.520 -0.519 -7.160 0.1 0.3 -0.2
C 1.121 0.971 -7.406 0.4 -0.3 -0.2
C -0.122 -2.198 0.952 -0.6 0.6 0.1
H 1.049 2.276 -5.674 -0.5 -0.2 0.0
H -1.449 2.419 -5.503 0.5 -0.4 0.0
H -1.962 1.520 -8.083 -0.1 0.0 0.5
H -2.895 1.016 -6.650 0.2 0.0 -0.3
H -2.401 -1.013 -7.670 0.3 0.0 -0.1
H -0.841 -0.468 -8.309 -0.3 -0.1 0.1
H -1.407 -1.765 -5.642 0.5 0.0 -0.2
H 1.091 -2.137 -5.775 -0.6 0.8 0.3
H 1.632 -0.981 -8.161 0.1 0.0 0.5
H 2.513 -0.558 -6.676 -0.4 0.0 -0.3
H 2.069 1.506 -7.557 -0.3 0.0 -0.2
H 0.540 1.041 -8.334 0.2 0.0 0.2
H 0.632 -1.589 1.507 -0.4 -0.5 -0.1
H 0.241 -3.232 0.807 -0.2 0.4 0.2
H -1.083 -2.186 1.519 0.5 -0.4 0.4
O -0.171 1.125 2.044 -0.5 0.1 0.3
Si -0.158 1.233 3.651 -0.3 0.4 0.4
C 1.035 2.476 4.416 0.4 0.2 -0.4
C 2.382 2.490 4.019 0.2 0.8 0.4
C 3.304 3.366 4.628 -0.6 -0.4 -0.2
C 2.886 4.197 5.674 0.1 -0.2 -0.1
C 1.547 4.205 6.061 -0.2 -0.3 -0.2
C 0.630 3.360 5.419 0.2 0.3 0.1
C -1.833 1.707 4.445 0.0 -0.2 -0.6
C -2.109 1.595 5.819 -0.6 0.2 0.0
C -3.391 1.874 6.321 0.4 0.0 -0.3
C -4.428 2.227 5.452 0.4 0.0 -0.3
C -4.153 2.339 4.086 0.0 0.1 -0.2
C -2.862 2.097 3.585 -0.6 0.0 0.6
C 0.246 -0.334 4.583 -0.1 -0.4 -0.2
C 1.572 -0.718 4.784 -0.1 -1.0 0.1
C 1.874 -1.987 5.298 0.1 0.0 0.2
C 0.860 -2.868 5.700 0.1 0.8 -0.2
C -0.463 -2.435 5.584 0.0 0.1 0.0
C -0.774 -1.197 5.008 0.4 -0.5 0.0
H 2.696 1.835 3.206 0.1 0.2 0.1
H 4.333 3.388 4.275 -0.1 0.0 0.2
H 3.617 4.815 6.199 -0.2 0.0 -0.2
H 1.199 4.864 6.857 0.2 -0.1 -0.2
H -0.430 3.403 5.681 0.5 0.1 0.1
H -1.322 1.292 6.515 -0.2 0.1 -0.3
H -3.573 1.827 7.393 0.0 -0.1 -0.2
H -5.431 2.430 5.832 0.3 -0.1 -0.1
H -4.946 2.641 3.401 0.1 -0.1 0.2
H -2.642 2.215 2.518 -0.2 0.0 0.3
H 2.380 -0.047 4.506 -0.1 -0.1 0.1
H 2.919 -2.281 5.421 -0.3 0.1 -0.1
H 1.102 -3.846 6.123 -0.1 0.3 -0.2
H -1.265 -3.061 5.954 0.0 -0.1 -0.1
H -1.820 -0.905 4.878 0.3 -0.2 0.1
```
Forces are in eV/Å.

The value obtained for the HOMO energy is -0.2018 Ha. The total energy comes out at -2357.9046 Ha. As for the charge: 0. For the gap between HOMO and LUMO, the calculation gives 4.96 eV.



No. 3
Entry from the OMol25 dataset: a molecular structure, C33H46BrGeHgO2Si (ωB97M-V/def2-TZVPD).

The geometry in XYZ format:
```
85
Properties=species:S:1:pos:R:3:forces:R:3
Hg -1.819 -1.131 3.753 0.0 0.0 0.0
O 3.164 0.462 6.569 1.1 0.8 0.3
C 2.139 0.085 6.221 -1.4 -1.3 -0.4
O 1.130 -0.397 5.898 0.3 0.5 0.0
C 4.210 -0.144 1.584 0.4 -0.1 -0.2
C 2.784 0.114 1.400 -0.1 0.4 0.1
Ge 2.519 2.095 1.676 0.5 0.0 -0.9
C 4.315 2.802 1.940 0.3 -0.1 -0.3
C 5.087 3.419 0.952 -0.2 0.3 -0.1
C 6.416 3.746 1.172 0.6 -0.1 1.1
C 7.025 3.443 2.394 -1.8 -0.5 -0.3
C 6.263 2.773 3.355 1.3 0.0 0.4
C 4.939 2.440 3.134 -0.1 0.1 0.3
C 1.530 2.478 3.244 -1.3 -0.3 0.3
C 1.990 3.291 4.251 -0.7 0.6 1.2
C 1.099 3.769 5.241 0.8 -0.1 0.1
C -0.226 3.422 5.193 -0.5 0.5 -0.2
C -0.702 2.603 4.170 -0.5 -0.4 0.2
C 0.160 2.098 3.228 0.8 0.1 -0.4
C 1.643 3.052 0.181 0.6 -0.4 1.2
C 1.690 4.445 0.155 0.4 -0.1 0.7
C 1.183 5.115 -0.934 0.1 0.3 0.3
C 0.652 4.400 -1.986 -0.2 0.3 -0.1
C 0.587 3.018 -1.953 -0.3 0.6 -0.8
C 1.056 2.348 -0.848 0.2 0.1 -0.4
H 4.578 -0.676 2.433 0.1 -0.3 0.4
H 4.945 0.400 1.010 0.0 -0.1 -0.2
H 2.204 -0.460 2.129 -0.2 0.2 -0.3
H 2.483 -0.104 0.371 -0.3 -0.1 0.1
H 4.657 3.712 -0.003 -0.1 -0.2 0.1
H 7.020 4.255 0.454 0.0 0.2 -0.7
H 8.032 3.689 2.624 0.7 0.2 -0.1
H 6.829 2.491 4.254 -0.7 0.0 -0.1
H 4.359 1.916 3.904 0.4 0.1 -0.3
H 3.012 3.616 4.320 0.3 0.0 -0.2
H 1.447 4.415 6.054 0.0 -0.2 -0.4
H -0.932 3.893 5.870 0.1 -0.3 0.1
H -1.758 2.347 4.145 0.1 0.0 -0.1
H -0.192 1.450 2.411 0.0 0.3 0.4
H 2.160 5.001 0.987 -0.3 -0.3 -0.5
H 1.229 6.194 -0.964 -0.1 0.1 -0.1
H 0.290 4.982 -2.815 -0.2 -0.2 -0.4
H 0.212 2.515 -2.835 -0.1 -0.2 0.2
H 1.035 1.280 -0.847 0.0 -0.6 0.1
C -0.326 -2.053 -3.767 -0.1 0.5 -0.6
C -1.055 -3.196 -3.057 -0.4 0.5 0.2
C -0.006 -3.994 -2.312 0.0 -1.1 0.6
C -1.741 -4.087 -4.097 0.5 0.0 -0.7
Si -2.400 -2.515 -1.848 -0.2 -0.3 0.1
Br -1.347 -1.871 0.063 0.2 0.0 -0.1
C -3.314 -0.923 -2.389 0.1 -0.1 0.0
C -4.496 -0.648 -1.424 0.8 0.7 -0.2
C -2.361 0.277 -2.392 -0.4 0.0 -0.6
C -3.869 -1.022 -3.811 0.4 -0.8 -0.8
C -3.606 -3.910 -1.259 0.4 0.1 0.3
C -4.669 -4.230 -2.308 0.3 -0.6 -0.3
C -4.324 -3.513 0.040 0.0 0.5 -0.1
C -2.805 -5.178 -0.907 -0.1 -0.2 -0.6
H 0.472 -2.442 -4.409 0.1 -0.2 0.2
H 0.128 -1.317 -3.084 -0.2 -0.3 -0.1
H -0.982 -1.513 -4.470 0.1 -0.1 0.4
H 0.656 -4.511 -2.996 0.1 -0.2 -0.5
H -0.399 -4.769 -1.631 0.1 0.4 -0.4
H 0.645 -3.382 -1.720 0.2 0.6 0.4
H -0.997 -4.438 -4.832 0.0 0.3 0.1
H -2.529 -3.584 -4.666 0.0 0.0 0.2
H -2.133 -4.996 -3.672 -0.3 -0.2 0.3
H -4.207 -0.555 -0.373 0.1 -0.2 -0.2
H -5.298 -1.354 -1.515 -0.4 -0.4 -0.1
H -4.883 0.321 -1.718 -0.3 0.4 0.0
H -1.877 0.405 -1.444 0.1 0.4 0.5
H -2.911 1.178 -2.712 0.0 -0.1 0.4
H -1.593 0.151 -3.149 0.2 -0.1 0.0
H -4.518 -1.889 -3.926 -0.2 0.0 -0.1
H -3.082 -1.138 -4.599 -0.5 0.2 0.7
H -4.447 -0.135 -4.068 -0.1 0.2 0.1
H -5.242 -3.356 -2.581 -0.2 0.2 -0.1
H -5.370 -4.953 -1.883 -0.1 -0.1 0.0
H -4.244 -4.690 -3.220 -0.2 0.3 0.4
H -4.993 -2.655 -0.063 0.1 -0.3 0.0
H -3.627 -3.272 0.835 0.2 0.0 0.1
H -4.896 -4.366 0.369 -0.4 -0.4 0.2
H -2.410 -5.669 -1.797 0.0 0.0 0.0
H -3.436 -5.933 -0.420 0.0 0.3 0.1
H -1.956 -4.939 -0.277 0.0 -0.1 0.4
```
Forces are in eV/Å.

The value obtained for the HOMO energy (alpha / beta) is -0.2625 / -0.3275 Ha. The total energy comes out at -6529.4106 Ha. As for the charge: 0. As for the multiplicity: 2. For the gap between HOMO and LUMO (alpha / beta), the calculation gives 7.70 / 9.45 eV.



No. 4
Entry from the OMol25 dataset: a molecular structure, C33H46Cl2NO2P3Pd (ωB97M-V/def2-TZVPD).

The geometry in XYZ format:
```
88
Properties=species:S:1:pos:R:3:forces:R:3
P -1.135 1.014 -2.026 -0.5 0.1 -0.5
C -2.666 0.613 -2.895 -0.3 -0.2 0.0
C -3.686 1.563 -3.078 0.1 -0.1 -0.1
H -3.606 2.550 -2.621 0.0 -0.2 -0.2
C -4.808 1.240 -3.851 0.3 -0.1 0.2
H -5.592 1.982 -3.994 0.2 -0.2 0.0
C -4.912 -0.027 -4.429 0.1 0.1 0.1
H -5.786 -0.275 -5.031 0.2 0.1 0.1
C -3.911 -0.981 -4.235 0.3 0.1 0.3
H -3.990 -1.970 -4.683 0.0 0.3 0.1
C -2.793 -0.669 -3.455 -0.2 0.2 -0.2
H -2.017 -1.415 -3.287 -0.2 0.1 -0.2
C -1.423 2.516 -1.072 0.0 0.5 0.1
C -2.384 2.491 -0.044 0.1 0.1 0.0
H -2.969 1.585 0.131 0.2 0.2 0.0
C -2.600 3.627 0.739 -0.1 -0.3 -0.2
H -3.324 3.586 1.559 0.2 0.1 -0.4
C -1.912 4.806 0.447 0.1 0.1 0.1
H -2.107 5.704 1.037 0.1 -0.3 -0.2
C -0.991 4.851 -0.598 0.1 0.1 -0.1
H -0.466 5.780 -0.840 -0.2 -0.3 0.1
C -0.733 3.708 -1.354 -0.2 -0.4 0.0
H -0.028 3.739 -2.187 -0.1 0.0 0.3
C 0.142 1.270 -3.273 0.3 -0.1 -0.4
C -0.213 1.922 -4.471 0.1 0.0 0.1
H -1.235 2.277 -4.611 0.2 -0.1 0.0
C 0.732 2.104 -5.481 -0.1 0.0 0.3
H 0.441 2.613 -6.403 0.1 -0.2 0.3
C 2.037 1.632 -5.306 -0.1 0.0 0.1
H 2.772 1.778 -6.098 -0.2 -0.1 0.2
C 2.396 0.973 -4.129 -0.2 0.0 0.1
H 3.417 0.610 -3.991 -0.4 0.1 -0.1
C 1.447 0.771 -3.119 -0.1 0.1 -0.1
H 1.712 0.211 -2.222 0.0 0.1 -0.2
Pd 0.062 -1.948 1.474 0.5 -3.2 -1.8
C 1.336 -0.670 2.519 1.2 0.6 1.4
C 1.336 0.604 2.156 0.0 0.1 -0.8
H 1.913 -1.123 3.333 -0.1 0.6 -0.1
C 0.565 0.953 0.884 -0.1 0.5 -0.2
O 1.562 1.528 0.023 -0.6 0.3 -0.4
H 1.158 1.824 -0.819 0.3 -0.1 0.7
C -0.121 -0.235 0.253 0.9 1.9 -0.1
H -0.238 1.690 1.100 0.3 -0.1 0.0
C -0.722 -0.325 -0.915 -0.3 -0.4 -0.2
Cl 0.807 -3.490 3.210 0.4 -0.1 0.6
Cl -1.581 -3.323 0.200 0.1 0.0 0.0
P -1.821 -1.647 2.761 -1.3 0.0 0.9
C -2.396 -3.152 3.601 0.0 0.2 0.0
H -1.704 -3.378 4.421 -0.3 0.0 -0.2
H -2.376 -3.970 2.872 0.0 0.1 0.2
H -3.418 -2.993 3.970 0.3 -0.1 0.0
C -1.561 -0.398 4.049 -0.1 0.1 0.2
H -1.301 0.562 3.584 -0.1 -0.2 0.1
H -0.732 -0.722 4.692 -0.2 0.1 -0.1
H -2.475 -0.281 4.647 0.2 0.0 -0.1
C -3.224 -1.043 1.787 -0.2 0.0 0.0
H -3.234 -1.606 0.843 -0.2 0.3 0.3
H -3.104 0.027 1.581 -0.1 -0.3 0.1
H -4.155 -1.224 2.341 0.1 0.2 -0.2
P 2.301 1.956 2.894 -0.8 -0.9 -0.8
C 2.748 1.398 4.527 0.2 0.2 0.4
C 1.181 3.361 2.928 0.0 0.4 0.3
H 3.407 0.521 4.443 -0.2 0.3 0.0
H 1.844 1.127 5.092 0.3 0.1 -0.2
H 3.277 2.212 5.045 -0.1 -0.3 0.0
H 0.949 3.698 1.908 0.2 -0.2 0.3
H 1.656 4.184 3.480 -0.2 -0.1 -0.1
H 0.247 3.080 3.434 0.3 0.1 -0.1
C 3.740 2.369 1.910 0.4 0.2 0.0
H 4.347 1.469 1.743 -0.2 0.2 0.1
H 4.340 3.117 2.451 -0.1 -0.2 -0.2
H 3.425 2.773 0.939 0.0 -0.2 0.4
H -1.072 -1.320 -1.199 -0.1 0.3 -0.3
C 3.625 -5.746 0.205 0.6 0.0 0.0
N 2.526 -4.789 0.244 0.5 1.0 -0.6
C 1.191 -5.323 0.393 -0.6 0.1 0.4
C 2.684 -3.480 -0.068 -0.4 -0.8 0.1
C 4.053 -2.960 -0.405 0.2 0.1 0.0
O 1.710 -2.696 -0.128 0.0 -0.1 0.3
H 3.219 -6.740 0.399 0.2 0.2 0.0
H 4.386 -5.516 0.963 -0.2 -0.1 -0.2
H 4.117 -5.760 -0.778 -0.2 -0.1 0.3
H 0.721 -4.890 1.284 0.0 -0.3 -0.4
H 0.567 -5.088 -0.474 0.1 -0.1 0.1
H 1.267 -6.399 0.532 -0.1 0.1 -0.1
H 3.968 -2.294 -1.271 0.0 -0.2 0.2
H 4.427 -2.343 0.423 -0.1 -0.2 -0.1
H 4.762 -3.763 -0.616 0.0 0.3 0.0
```
Forces are in eV/Å.

The energy relative to the best compared isomer or geometry (same formula, charge and spin) is 0.0 kJ/mol. The value obtained for the HOMO energy (alpha / beta) is -0.4283 / -0.4985 Ha. The total energy comes out at -3561.9658 Ha. As for the charge: +2. As for the multiplicity: 5. For the gap between HOMO and LUMO (alpha / beta), the calculation gives 6.88 / 5.05 eV.